1.
{"formula": "C10H16O", "method": "ωB97M-V with the def2-TZVPD basis set", "symbols": ["C", "C", "C", "C", "C", "C", "O", "C", "C", "H", "H", "H", "H", "H", "H", "H", "H", "H", "H", "C", "C", "H", "H", "H", "H", "H", "H"], "positions_angstrom": [[0.02, -1.96, -1.49], [0.52, -0.52, -1.36], [1.17, -0.24, -0.06], [2.38, -0.88, 0.23], [2.95, -0.76, 1.50], [2.35, 0.13, 2.39], [2.78, 0.27, 3.68], [1.09, 0.71, 2.17], [0.53, 0.54, 0.92], [-0.55, -2.47, -0.69], [0.74, -2.72, -1.78], [-0.63, -2.01, -2.38], [1.13, -0.39, -2.28], [-0.32, 0.09, -1.65], [2.70, -1.67, -0.44], [3.89, -1.25, 1.75], [3.56, -0.22, 3.87], [0.58, 1.09, 3.04], [-0.36, 1.08, 0.64], [-2.55, 1.14, -1.51], [-3.59, 1.67, -0.56], [-2.22, 1.88, -2.24], [-1.69, 0.74, -0.98], [-2.91, 0.25, -2.03], [-4.05, 0.88, 0.04], [-4.37, 2.30, -0.98], [-3.15, 2.32, 0.20]], "orbital_gap_ev": 9.187, "e_homo_ev": -8.2918, "lumo_ev": 0.8951, "smiles": "CCc1ccc(O)cc1.CC"}

2.
{"formula": "C10H16O", "method": "ωB97M-V with the def2-TZVPD basis set", "symbols": ["C", "C", "C", "C", "C", "C", "O", "C", "C", "H", "H", "H", "H", "H", "H", "H", "H", "H", "H", "C", "C", "H", "H", "H", "H", "H", "H"], "positions_angstrom": [[0.38, -3.35, -1.66], [1.15, -2.16, -1.02], [0.71, -1.70, 0.30], [1.08, -2.36, 1.46], [0.69, -1.75, 2.67], [-0.23, -0.71, 2.63], [-0.84, -0.43, 3.82], [-0.78, -0.13, 1.45], [-0.22, -0.67, 0.27], [-0.34, -3.09, -2.39], [-0.16, -3.93, -0.87], [0.93, -4.02, -2.39], [2.24, -2.35, -1.02], [0.99, -1.30, -1.81], [1.52, -3.33, 1.35], [1.00, -2.38, 3.45], [-1.10, 0.54, 3.65], [-1.64, 0.55, 1.42], [-0.60, -0.35, -0.76], [-1.14, 4.02, -1.86], [0.01, 4.19, -0.79], [-1.97, 4.62, -1.46], [-0.90, 4.59, -2.72], [-1.40, 3.01, -2.07], [-0.45, 4.20, 0.20], [0.48, 5.02, -1.01], [0.57, 3.27, -0.85]], "orbital_gap_ev": 9.144, "e_homo_ev": -8.3628, "lumo_ev": 0.7808, "smiles": "CCc1ccc(O)cc1.CC"}

3.
{"formula": "C10H16O", "method": "ωB97M-V with the def2-TZVPD basis set", "symbols": ["C", "C", "C", "C", "C", "O", "C", "C", "H", "H", "H", "H", "H", "H", "H", "H", "C", "C", "C", "H", "H", "H", "H", "H", "H", "H", "H"], "positions_angstrom": [[-2.51, -2.38, 0.34], [-1.77, -1.15, -0.19], [-0.79, -1.29, -1.10], [-0.06, -0.20, -1.47], [-0.45, 1.06, -1.01], [0.07, 2.36, -1.24], [-1.57, 1.19, -0.15], [-2.27, 0.13, 0.28], [-2.31, -3.42, -0.09], [-3.49, -2.31, 0.57], [-1.92, -2.57, 1.36], [-0.39, -2.23, -1.40], [0.92, -0.45, -1.96], [0.76, 2.38, -2.13], [-1.83, 2.25, 0.11], [-3.06, 0.19, 1.03], [1.34, -0.18, 1.81], [2.45, 0.45, 0.96], [3.98, 0.07, 0.96], [1.26, 0.38, 2.77], [0.47, 0.08, 1.22], [1.49, -1.19, 1.93], [2.31, 1.54, 1.24], [2.14, 0.36, -0.08], [4.16, -0.71, 0.35], [4.30, -0.14, 1.91], [4.53, 0.85, 0.47]], "orbital_gap_ev": 8.967, "e_homo_ev": -8.2665, "lumo_ev": 0.7006, "smiles": "Cc1ccc(O)cc1.CCC"}

4.
{"formula": "C10H16O", "method": "ωB97M-V with the def2-TZVPD basis set", "symbols": ["C", "C", "C", "C", "C", "O", "C", "C", "H", "H", "H", "H", "H", "H", "H", "H", "C", "C", "C", "H", "H", "H", "H", "H", "H", "H", "H"], "positions_angstrom": [[-0.34, -0.73, -2.44], [-0.08, 0.44, -1.51], [-0.88, 1.19, -0.72], [-0.49, 2.23, 0.17], [0.87, 2.34, 0.35], [1.36, 2.97, 1.49], [1.81, 1.69, -0.53], [1.39, 0.84, -1.48], [0.38, -1.45, -2.17], [-0.18, -0.56, -3.53], [-1.29, -1.17, -2.06], [-1.91, 1.09, -1.00], [-1.24, 2.95, 0.61], [2.32, 2.49, 1.70], [2.89, 1.99, -0.60], [2.13, 0.42, -2.29], [-0.49, -0.64, 2.22], [-1.20, -1.47, 1.21], [-0.37, -2.50, 0.36], [-0.26, -1.10, 3.15], [-1.04, 0.29, 2.65], [0.39, -0.07, 1.71], [-2.03, -2.21, 1.66], [-1.49, -0.64, 0.40], [-0.65, -2.62, -0.69], [0.72, -2.20, 0.46], [-0.32, -3.54, 0.88]], "orbital_gap_ev": 9.029, "e_homo_ev": -8.2738, "lumo_ev": 0.7551, "smiles": "Cc1ccc(O)cc1.CCC"}

Which one sits at the top of the stability order? 1 does.

1.
{"formula": "C6H7ClO", "method": "ωB97M-V with the def2-TZVPD basis set", "symbols": ["C", "C", "Cl", "C", "C", "C", "C", "O", "H", "H", "H", "H", "H", "H", "H"], "positions_angstrom": [[-0.65, -1.87, -1.40], [0.11, -0.96, -0.81], [1.78, -0.80, -1.21], [-0.37, 0.02, 0.17], [-1.21, -0.13, 1.20], [-1.47, 1.18, 1.90], [-0.31, 1.98, 1.24], [0.08, 1.25, 0.11], [-1.67, -1.91, -1.08], [-0.27, -2.52, -2.14], [-1.59, -1.08, 1.60], [-1.40, 0.99, 2.97], [-2.47, 1.58, 1.73], [0.53, 2.11, 1.95], [-0.59, 2.96, 0.84]], "orbital_gap_ev": 9.283, "e_homo_ev": -8.3232, "lumo_ev": 0.9600, "smiles": "C=C(Cl)C1=CCCO1"}

2.
{"formula": "C6H7ClO", "method": "ωB97M-V with the def2-TZVPD basis set", "symbols": ["Cl", "C", "C", "C", "C", "C", "C", "H", "H", "H", "H", "H", "O", "H", "H"], "positions_angstrom": [[-1.18, -1.50, -0.09], [-0.02, -0.20, -0.01], [0.29, 0.57, -1.14], [1.16, 1.70, -1.07], [1.76, 2.03, 0.17], [1.32, 1.28, 1.31], [0.44, 0.18, 1.24], [-0.29, 0.29, -2.03], [1.46, 2.26, -1.97], [2.52, 2.82, 0.10], [1.70, 1.66, 2.27], [0.20, -0.45, 2.11], [-3.43, -3.30, -0.31], [-3.42, -4.24, -0.03], [-2.50, -3.10, -0.54]], "orbital_gap_ev": 10.171, "e_homo_ev": -9.3637, "lumo_ev": 0.8068, "smiles": "Clc1ccccc1.O"}

3.
{"formula": "C6H7ClO", "method": "ωB97M-V with the def2-TZVPD basis set", "symbols": ["O", "C", "C", "Cl", "C", "C", "H", "H", "H", "H", "H", "C", "C", "H", "H"], "positions_angstrom": [[0.90, 0.21, 2.00], [1.10, 0.28, 0.68], [0.38, 0.72, -0.35], [-1.08, 1.60, -0.69], [1.42, 0.33, -1.43], [2.29, -0.03, -0.14], [0.06, 0.56, 2.45], [1.88, 1.01, -2.15], [1.18, -0.74, -1.95], [3.14, 0.67, 0.02], [2.77, -1.05, -0.01], [-3.66, -0.59, 0.90], [-3.32, -1.21, -0.10], [-3.67, -0.13, 1.81], [-3.39, -1.64, -1.05]], "orbital_gap_ev": 9.051, "e_homo_ev": -8.4764, "lumo_ev": 0.5741, "smiles": "OC1=C(Cl)CC1.C#C"}

Which one sits at the top of the stability order? 2 does.

1.
{"formula": "C5H8FN", "method": "ωB97M-V with the def2-TZVPD basis set", "symbols": ["C", "C", "C", "F", "C", "C", "N", "H", "H", "H", "H", "H", "H", "H", "H"], "positions_angstrom": [[0.59, 1.13, 0.72], [-0.35, -0.11, 0.58], [-1.14, -0.05, -0.63], [-1.21, -0.24, 1.74], [0.61, -1.35, 0.57], [1.59, -1.41, 1.71], [2.45, -1.41, 2.50], [-0.01, 1.85, 1.40], [1.51, 0.90, 1.18], [0.62, 1.38, -0.32], [-1.50, -0.99, -0.89], [-1.99, 0.52, -0.35], [-0.63, 0.59, -1.41], [0.17, -2.27, 0.82], [1.05, -1.31, -0.44]], "orbital_gap_ev": 12.070, "e_homo_ev": -11.3914, "lumo_ev": 0.6785, "smiles": "CC(C)(F)CC#N"}

2.
{"formula": "C5H8FN", "method": "ωB97M-V with the def2-TZVPD basis set", "symbols": ["C", "C", "C", "C", "F", "H", "H", "H", "H", "H", "H", "H", "C", "N", "H"], "positions_angstrom": [[-0.87, -1.07, -0.56], [0.37, -0.29, -0.89], [0.22, 1.04, -1.68], [0.72, 0.94, -0.25], [2.01, 1.29, -0.01], [-1.33, -1.15, -1.52], [-1.45, -0.57, 0.06], [-0.56, -1.93, 0.06], [1.24, -0.92, -1.16], [-0.81, 1.31, -1.79], [0.86, 1.30, -2.58], [0.17, 1.43, 0.66], [-0.14, -0.36, 3.24], [-1.28, -0.35, 3.33], [0.85, -0.68, 3.10]], "orbital_gap_ev": 11.220, "e_homo_ev": -10.2313, "lumo_ev": 0.9883, "smiles": "C[C@H]1C[C@@H]1F.C#N"}

Which one sits at the top of the stability order? 1 does.

1.
{"formula": "C4H4Br2", "method": "ωB97M-V with the def2-TZVPD basis set", "symbols": ["C", "C", "C", "C", "Br", "Br", "H", "H", "H", "H"], "positions_angstrom": [[1.75, -0.53, 0.13], [-1.59, 0.53, -0.88], [-0.50, 0.11, -0.30], [0.33, -0.39, 0.77], [2.84, 0.98, 0.05], [-3.29, 0.63, 0.14], [-1.74, 0.86, -1.89], [0.39, 0.30, 1.61], [1.80, -1.12, -0.78], [0.01, -1.37, 1.14]], "orbital_gap_ev": [7.751, 8.124], "e_homo_ev": [-8.7544, -8.6550], "lumo_ev": [-1.0033, -0.5311]}

2.
{"formula": "C4H4Br2", "method": "ωB97M-V with the def2-TZVPD basis set", "symbols": ["C", "C", "Br", "C", "C", "Br", "H", "H", "H", "H"], "positions_angstrom": [[0.67, -1.66, -0.94], [0.13, -0.47, -0.84], [-0.73, 0.30, -2.26], [-0.12, 0.29, 0.71], [-1.19, 0.96, 0.74], [0.84, -0.13, 2.30], [0.69, -2.19, -1.91], [1.12, -2.08, -0.07], [-1.44, 1.39, 1.74], [-1.95, 1.11, -0.04]], "orbital_gap_ev": 10.196, "e_homo_ev": -9.5379, "lumo_ev": 0.6576, "smiles": "C=C(Br)C(=C)Br"}

Which one sits at the top of the stability order? 2 does.

1.
{"formula": "C3H7Cl2N", "method": "ωB97M-V with the def2-TZVPD basis set", "symbols": ["C", "C", "C", "N", "Cl", "Cl", "H", "H", "H", "H", "H", "H", "H"], "positions_angstrom": [[-1.79, -0.95, 0.12], [-0.92, -0.44, -0.99], [1.69, 0.18, 0.48], [1.95, 1.35, 0.99], [-0.70, 1.33, -0.82], [3.05, -0.44, -0.39], [-2.72, -0.39, 0.18], [-1.27, -0.87, 1.07], [-2.04, -2.00, -0.06], [-1.38, -0.58, -1.97], [0.08, -0.88, -0.97], [2.83, 1.86, 0.88], [1.21, 1.82, 1.48]], "orbital_gap_ev": 9.660, "e_homo_ev": -8.8341, "lumo_ev": 0.8255}

2.
{"formula": "C3H7Cl2N", "method": "ωB97M-V with the def2-TZVPD basis set", "symbols": ["C", "N", "C", "C", "Cl", "Cl", "H", "H", "H", "H", "H", "H", "H"], "positions_angstrom": [[-1.38, 0.52, 0.35], [-0.87, -0.78, 0.05], [0.57, -0.71, -0.04], [1.26, 0.47, -0.69], [0.97, -2.34, -0.80], [1.22, -0.88, 1.59], [-1.17, 0.99, 1.37], [-1.22, 1.29, -0.32], [-2.52, 0.56, 0.52], [-1.16, -1.46, 0.74], [2.21, 0.33, -1.13], [1.30, 1.20, 0.01], [0.79, 0.82, -1.65]], "orbital_gap_ev": 10.421, "e_homo_ev": -9.5748, "lumo_ev": 0.8466, "smiles": "CNC(C)(Cl)Cl"}

Which one sits at the top of the stability order? 2 does.

1.
{"formula": "C5H5F", "method": "ωB97M-V with the def2-TZVPD basis set", "symbols": ["C", "C", "C", "C", "C", "F", "H", "H", "H", "H", "H"], "positions_angstrom": [[-1.82, 1.58, 0.08], [-0.77, 0.88, -0.26], [0.10, -0.18, -0.12], [1.58, 0.14, 0.01], [-0.48, -1.43, -0.18], [-1.82, -1.49, 0.01], [-2.54, 2.43, -0.09], [2.10, -0.90, 0.01], [1.63, 0.70, 1.07], [2.06, 0.82, -0.76], [-0.06, -2.55, 0.22]], "orbital_gap_ev": 9.085, "e_homo_ev": -8.8124, "lumo_ev": 0.2730, "smiles": "C#C/C(C)=C\\F"}

2.
{"formula": "C5H5F", "method": "ωB97M-V with the def2-TZVPD basis set", "symbols": ["C", "C", "C", "C", "C", "F", "H", "H", "H", "H", "H"], "positions_angstrom": [[0.42, 1.10, 0.33], [-0.58, -1.34, 0.12], [0.04, 0.50, -0.96], [0.55, -0.41, 0.05], [-1.32, -0.23, -0.52], [-2.02, 0.52, 0.29], [1.39, 1.48, 0.31], [-0.15, 1.87, 0.85], [-0.55, -2.33, -0.52], [-0.94, -1.55, 1.15], [0.27, 0.61, -2.11]], "orbital_gap_ev": [8.581, 8.425], "e_homo_ev": [-8.6000, -8.5432], "lumo_ev": [-0.0186, -0.1177]}

Which one sits at the top of the stability order? 1 does.